[1]
Formula: C3H4N2O
Source: the OMol25 dataset
Level of theory: ωB97M-V with the def2-TZVPD basis set

The geometry in XYZ format:
```
10
C3H4N2O | the OMol25 dataset | ωB97M-V with the def2-TZVPD basis set
H 0.735 1.877 0.278
H 2.253 0.060 -0.349
C 0.590 -0.274 1.021
C -0.554 -0.951 0.705
N -1.259 -0.251 -0.296
N -0.735 0.787 -0.760
H -2.158 -0.538 -0.685
H -0.961 -1.904 1.017
O 1.533 0.363 -0.924
C 0.557 0.831 -0.005
```

Computed properties:
Energy relative to the best compared isomer or geometry (same formula, charge and spin)   119.64 kcal per mole
Highest occupied orbital energy   -8.6 eV
LUMO level   -0.89 eV


[2]
Formula: C2H40O20
Source: the OMol25 dataset
Level of theory: ωB97M-V with the def2-TZVPD basis set

The geometry in XYZ format:
```
62
C2H40O20 | the OMol25 dataset | ωB97M-V with the def2-TZVPD basis set
H 1.096 -3.058 -2.572
H 1.659 0.324 -0.176
H -0.227 -1.425 -3.343
H -4.654 -0.720 -0.177
H 4.063 1.594 0.278
H 0.134 1.622 -1.697
H -3.238 0.084 -2.323
H 2.046 -1.205 1.484
H -2.699 -0.661 2.715
O -0.731 1.431 -0.269
H 1.699 0.036 2.861
H 1.650 -3.383 0.205
H 0.465 2.363 0.788
H -0.362 0.216 1.195
H -3.845 -0.584 1.063
H -1.524 1.005 3.446
H -1.901 0.300 -1.521
H 3.806 0.431 -0.623
H -1.326 -0.493 -0.105
O 4.024 1.377 -0.658
O 3.468 -1.176 -1.432
H -1.262 -0.380 -3.593
H -2.001 2.810 2.136
O -2.674 -1.380 2.096
H -4.122 1.322 0.023
H 2.363 -1.888 2.785
H -2.166 4.189 -0.489
O -4.616 -0.231 0.631
H -1.212 1.344 4.803
C -0.466 0.112 0.170
O -2.172 1.880 1.905
O -3.765 1.941 -0.563
O 2.699 0.146 -3.582
O 1.241 0.767 3.279
H 0.996 1.094 -2.823
H 0.817 -0.447 -1.474
H -1.553 1.627 1.137
O -0.591 -0.932 -4.057
H 0.332 0.610 3.516
H 3.127 -0.724 -2.221
O -0.191 -2.955 1.692
H 1.779 2.369 1.577
C 0.889 -0.370 -0.375
O 0.620 1.874 -2.474
O 2.646 -1.185 2.253
H 0.675 -2.111 -1.514
H -1.821 -1.446 1.701
H 2.693 1.085 -3.468
O -2.309 0.257 -2.393
O 0.283 -2.619 -2.230
H 0.342 -2.396 1.131
O 1.310 -1.584 0.077
H 0.252 -3.827 1.695
O -1.302 3.949 -0.817
H -2.821 1.948 -0.408
H 2.219 0.093 -4.428
H -1.194 3.007 -0.876
H 2.691 -1.269 -0.963
H 2.653 -4.090 1.154
O -1.208 0.566 4.262
O 1.061 2.960 1.237
O 2.154 -4.195 0.350
```

Computed properties:
Charge   -2
Energy relative to the best compared isomer or geometry (same formula, charge and spin)   15.81 kcal per mole
Highest occupied orbital energy   -3.1 eV
LUMO level   4.87 eV


[3]
Formula: C4H8N2O2
Source: the OMol25 dataset
Level of theory: ωB97M-V with the def2-TZVPD basis set

The geometry in XYZ format:
```
16
C4H8N2O2 | the OMol25 dataset | ωB97M-V with the def2-TZVPD basis set
C 1.385 1.034 1.407
C 0.469 0.581 -1.217
H -0.113 -2.159 -0.057
N -1.920 -0.650 -1.006
C -0.651 1.029 -0.323
C 0.396 -1.449 0.593
H -2.264 -0.175 -1.844
H -0.039 -1.526 1.589
H 0.201 0.011 -2.101
O -1.230 1.968 0.155
H 1.131 2.122 1.438
O 2.155 0.508 2.136
N 0.233 -0.106 0.079
H 1.379 1.174 -1.267
H -2.597 -0.707 -0.243
H 1.465 -1.658 0.662
```

Computed properties:
Energy relative to the best compared isomer or geometry (same formula, charge and spin)   185.01 kcal per mole
Highest occupied orbital energy (spin up / spin down)   -7.4 / -7.4 eV
LUMO level (spin up / spin down)   -0.63 / -0.63 eV


[4]
Formula: C3H6NO
Source: the OMol25 dataset
Level of theory: ωB97M-V with the def2-TZVPD basis set

The geometry in XYZ format:
```
11
C3H6NO | the OMol25 dataset | ωB97M-V with the def2-TZVPD basis set
H -0.257 2.022 -0.419
N 0.291 0.062 0.667
H 0.959 -2.249 -1.004
H -1.831 0.152 0.207
O 0.301 0.201 -1.426
H 1.614 1.482 -0.387
C 0.494 1.116 -0.360
H 0.840 -0.075 1.610
C 0.081 -0.798 -0.561
H -1.463 -1.333 1.190
C -1.028 -0.581 0.483
```

Computed properties:
Charge   +1
Energy relative to the best compared isomer or geometry (same formula, charge and spin)   121.91 kcal per mole
Highest occupied orbital energy   -15.4 eV
LUMO level   -4.75 eV


[5]
Formula: C7H13N2S
Source: the OMol25 dataset
Level of theory: ωB97M-V with the def2-TZVPD basis set

The geometry in XYZ format:
```
23
C7H13N2S | the OMol25 dataset | ωB97M-V with the def2-TZVPD basis set
C 0.332 1.701 -1.137
S -2.623 0.170 -0.663
C 0.945 0.342 -0.940
N 0.169 -0.542 -0.131
C -1.446 1.162 0.156
H 0.934 -0.137 -1.974
C -0.580 -1.545 -0.848
C -1.980 -1.551 -0.308
H -1.981 -1.892 0.740
H -0.168 -2.502 -0.875
H -1.735 0.258 1.769
H 0.735 -1.046 0.514
H 2.676 -0.473 -0.069
H 2.915 0.802 -1.343
H 2.509 1.293 0.286
N -0.755 1.961 -0.584
H -0.750 -1.191 -1.837
H -0.613 1.654 2.025
H 0.955 2.482 -1.474
H -2.304 1.828 2.020
H -2.649 -2.158 -0.744
C -1.507 1.280 1.598
C 2.395 0.518 -0.461
```

Computed properties:
Charge   +1
Energy relative to the best compared isomer or geometry (same formula, charge and spin)   69.04 kcal per mole
Highest occupied orbital energy   -13.5 eV
LUMO level   -4.46 eV


[6]
Formula: C43H110N6O17
Source: the OMol25 dataset
Level of theory: ωB97M-V with the def2-TZVPD basis set

The geometry in XYZ format:
```
176
C43H110N6O17 | the OMol25 dataset | ωB97M-V with the def2-TZVPD basis set
N 3.710 -2.618 -2.856
H -1.101 4.972 2.149
H 5.051 -0.077 1.401
H -0.382 1.595 -3.390
H -2.248 5.605 4.134
H -0.305 3.185 0.598
O 2.900 -0.641 2.970
N 6.598 5.629 -1.004
H 6.758 3.161 -1.863
C -0.491 -5.224 0.443
O -1.101 -7.159 -5.449
C 2.203 -4.193 -1.751
H 4.625 -1.698 3.157
C 1.079 -1.173 -0.189
H 6.544 5.371 1.853
H -6.158 3.020 4.816
H -2.178 0.115 -2.421
H 2.152 -0.351 3.516
H -2.715 -2.136 1.174
O 5.058 -1.026 -0.434
H -4.348 -0.758 2.002
H 2.119 -1.435 -2.709
O 2.155 -5.263 -2.673
H 5.288 5.697 -2.750
H -3.301 -2.328 -1.788
C 2.911 -3.046 3.386
H -6.570 0.651 4.352
O -3.408 -0.432 0.258
C -6.758 6.039 0.086
O -2.523 -3.644 -3.182
H -1.012 -5.377 2.974
C -4.586 -0.286 1.041
H -5.388 -0.847 0.546
H 5.100 -1.425 -3.747
H 2.915 -7.209 -2.824
H -0.584 1.499 1.127
H -0.761 3.221 -3.966
H 0.928 -7.311 -4.954
O -3.357 3.048 -3.550
H -6.478 5.815 -0.945
H 3.607 -3.882 3.479
H -5.300 3.452 -1.322
O -6.011 5.136 0.925
C -0.361 0.257 4.038
N -0.189 -4.821 -4.325
C -5.105 2.716 4.930
H -4.649 4.762 4.916
H 3.646 -2.923 -0.774
H 0.519 -7.236 -6.663
C -2.959 -1.763 0.178
H 1.805 -6.927 -1.427
H -2.218 -3.284 3.454
H -4.254 1.686 1.811
H 4.569 8.188 1.208
C -5.016 1.159 1.226
C 4.932 -0.681 -1.800
H -7.287 3.657 0.197
H -0.993 -5.251 -0.519
H -3.709 -2.425 -0.268
H 0.226 1.007 6.534
O 1.131 -0.394 0.983
O -1.061 -4.250 1.280
C -1.933 4.560 4.050
H 4.588 5.911 -0.368
H 6.085 3.454 -3.502
H -1.425 -1.847 -3.319
H 5.968 9.289 1.151
H -2.411 -8.667 -5.505
C 0.376 -5.314 -5.580
H -4.960 2.577 6.009
O 1.268 -0.950 -2.617
H 1.613 -0.012 6.695
C -5.183 3.180 -0.277
H 0.428 -2.804 -4.496
H 1.718 -4.437 -0.801
N -5.130 1.737 -0.106
H -0.973 2.832 -2.268
O -1.153 2.915 2.478
H -0.725 -3.143 -2.276
C -4.288 3.871 4.389
H -6.389 7.029 0.340
H 0.301 0.377 -1.454
H -2.980 1.413 -1.490
H -4.155 2.810 -4.035
H 3.675 -3.235 -3.661
C -6.284 3.784 0.618
H 3.772 -1.448 4.625
H -0.002 -0.751 6.510
C -1.244 -0.974 3.990
H -4.445 -3.476 -2.555
H -0.315 -1.830 2.425
H -1.020 -8.886 -6.593
C -0.505 -3.391 -4.400
H 5.319 4.388 0.030
H 1.927 -1.869 -0.257
H -3.867 -2.058 -3.445
C -2.881 0.948 -2.466
H -6.296 3.234 1.562
H -7.818 5.923 0.303
H 2.051 0.406 -1.207
H -0.952 4.555 4.530
C 4.959 0.155 0.343
H 5.504 8.271 -0.271
H -5.523 0.195 5.694
H 4.048 -0.076 -2.031
H 3.569 3.358 -3.668
C -0.600 -4.424 2.616
H 3.438 -6.295 -1.471
H -0.862 -9.132 -4.810
H -2.114 -1.742 -0.502
H -2.490 1.430 -4.539
C -1.736 4.185 2.583
H -4.571 1.256 -0.779
H -6.004 1.199 1.681
H -0.946 1.148 4.286
H -0.468 -6.218 0.907
H -0.058 0.503 3.019
H -2.191 -0.775 3.470
C -1.292 -2.925 -3.184
H 1.528 -3.416 -2.129
N -0.460 -2.071 3.405
C 6.162 5.174 -2.341
C -0.984 2.509 1.141
H 5.696 0.935 0.124
O -4.738 1.537 4.252
H -2.620 2.793 4.585
H -3.886 0.532 -2.608
N -2.879 3.752 4.823
H 0.489 -4.532 2.615
C -3.586 -2.828 -2.718
H 5.831 -2.484 -2.527
H 7.013 5.432 -2.976
C 5.587 8.328 0.821
H 5.828 -0.080 -2.000
H -1.541 -1.262 5.004
C 0.656 0.060 6.179
H 2.000 -0.481 1.429
C 5.533 5.457 -0.018
H 3.952 0.548 0.165
C 3.584 3.639 -2.607
C -2.475 1.913 -3.556
C 2.551 -6.488 -2.095
H 2.628 -3.136 2.327
H -2.668 4.243 2.006
H 0.625 -4.923 -3.703
H 1.431 -5.012 -5.678
H -0.850 -3.751 4.536
H -1.045 -3.186 -5.328
C 4.957 -1.861 -2.756
H 6.795 6.617 -1.130
H 0.574 -5.010 0.251
C -1.333 -8.540 -5.602
H -4.428 4.037 3.317
C -1.075 2.435 -3.279
H -1.910 2.580 0.555
H 4.359 -4.257 -1.690
C -1.130 -3.363 3.552
C 3.556 -3.504 -1.692
C 5.974 3.661 -2.428
C 5.828 6.028 1.357
C 1.194 -0.252 -1.392
H -4.238 3.597 0.103
H 1.145 -2.525 4.043
C 3.612 -1.709 3.573
H -5.138 -0.468 4.159
H 3.525 4.715 -2.470
O 4.747 3.136 -1.953
H -0.152 -4.941 -6.463
C -5.532 0.434 4.621
H 0.172 -1.781 -0.235
O 6.441 7.299 1.275
O 0.808 -0.003 4.784
C 0.258 -6.829 -5.680
H 4.930 6.079 1.978
H 2.784 3.041 -2.175
O 1.834 -3.182 4.280
```

Computed properties:
Energy relative to the best compared isomer or geometry (same formula, charge and spin)   0.00 kcal per mole
Highest occupied orbital energy   -8.2 eV
LUMO level   0.63 eV


[7]
Formula: C3H4O3
Source: the OMol25 dataset
Level of theory: ωB97M-V with the def2-TZVPD basis set

The geometry in XYZ format:
```
10
C3H4O3 | the OMol25 dataset | ωB97M-V with the def2-TZVPD basis set
C -0.480 0.803 -0.983
O 1.590 -0.149 -0.212
H 1.766 0.510 0.475
O 0.229 -1.029 2.036
O -1.650 1.074 -0.871
C 0.207 -0.350 -0.260
H 0.039 -1.255 -0.865
C -0.419 -0.613 1.110
H -1.494 -0.374 1.198
H 0.212 1.382 -1.629
```

Computed properties:
Energy relative to the best compared isomer or geometry (same formula, charge and spin)   40.07 kcal per mole
Highest occupied orbital energy   -10.1 eV
LUMO level   0.24 eV


[8]
Formula: C70H89F6N8O14PtS2
Source: the OMol25 dataset
Level of theory: ωB97M-V with the def2-TZVPD basis set

The geometry in XYZ format:
```
190
C70H89F6N8O14PtS2 | the OMol25 dataset | ωB97M-V with the def2-TZVPD basis set
C -7.441 -4.808 -3.489
H 7.668 7.277 6.612
H -1.194 6.666 2.300
S 2.380 1.005 -0.908
Pt 4.904 -2.944 -3.069
C -5.801 -4.882 -1.550
H 7.182 -4.426 6.453
C -3.716 -4.046 11.513
H -8.296 5.837 -12.680
H -1.129 -3.787 -6.238
H -2.554 9.285 -0.927
O 2.667 -5.452 -0.208
H -8.197 -3.444 -2.191
O -3.032 -3.476 6.599
H -4.806 3.808 -6.813
H 0.470 7.728 1.386
H -4.786 1.330 -7.029
H -2.807 10.900 0.445
H 0.070 -2.582 -6.905
C 7.439 3.978 4.027
C 9.910 6.804 3.532
C -6.060 4.106 -8.438
C 5.328 -5.343 6.724
H 5.376 -8.539 14.424
C -4.044 -3.394 7.283
C 1.862 -6.432 -0.164
H -1.630 -4.498 11.109
H 7.552 3.744 5.085
C 4.008 -7.651 9.371
C -5.309 -2.365 5.383
H -2.929 7.302 2.381
O 2.940 -8.080 8.903
H -3.127 7.702 0.142
S 3.152 1.810 -3.277
H 8.247 -5.954 8.096
C 6.626 -5.152 7.027
H 1.018 -7.604 1.350
C -2.122 7.465 0.493
H -2.606 5.759 1.697
C -4.945 -3.672 10.986
F -0.394 1.489 -1.013
H -0.772 9.522 -1.240
H 1.121 -5.882 1.620
C -8.411 4.232 -14.206
H 3.227 -9.095 13.750
H 7.413 5.769 2.855
H 3.140 7.544 -7.886
H -8.526 -2.391 7.490
C -5.578 -6.199 -3.658
C 2.186 7.555 -7.359
C -2.172 6.750 1.825
C -7.591 -2.306 6.956
N -1.264 8.640 0.550
C -7.225 1.538 -11.076
N 7.719 6.405 4.722
H -8.837 4.810 -15.013
O 2.755 0.364 0.399
H -6.402 -5.517 0.428
H 5.613 5.990 7.367
H 1.780 -6.157 -6.215
H 9.418 6.912 5.657
H 10.951 6.631 3.805
O 1.584 -3.945 -5.595
O 3.460 1.284 -4.614
H 4.940 -4.881 5.828
H -3.740 -7.138 -4.112
C -5.325 -2.933 6.713
C -8.267 2.868 -14.486
H 1.951 5.076 -8.231
H 1.866 8.597 -7.340
C -6.421 -2.706 7.540
H 6.861 3.211 3.511
C -1.581 9.544 -0.510
H -3.958 -7.115 -2.379
C 4.923 -6.871 8.513
H -3.504 -5.670 -3.151
H 0.153 -6.256 -6.955
C -6.522 -1.858 4.770
H -7.067 -2.602 -3.413
C -6.596 3.615 -9.643
H 2.143 7.098 -6.371
C 7.231 6.402 6.131
C -7.670 2.541 -12.089
H 1.783 -8.380 -0.846
H -7.626 -5.785 -0.698
H 0.869 10.049 1.592
H -5.812 -3.528 11.613
C -5.269 3.286 -7.637
H 7.787 -3.533 -6.867
H -1.594 6.770 -0.160
C 4.584 3.020 -2.724
C 8.453 -1.736 -6.862
C -1.895 10.960 -0.150
H 7.748 5.549 6.570
C -6.543 -5.859 -0.597
H 0.403 7.757 -0.325
O 7.975 -1.622 -5.786
H 9.625 6.359 2.578
C 9.168 6.347 4.759
H -6.239 5.133 -8.154
C 0.499 0.449 -1.229
C 4.442 -8.040 10.763
C -8.189 4.787 -12.909
C 3.529 -8.680 11.622
H -6.595 -1.360 3.814
H 9.024 -0.752 -8.605
H -7.441 -4.951 -4.570
H -6.110 -7.127 -3.445
C -6.611 2.205 -9.805
H 2.210 9.256 0.900
C -6.377 -2.897 9.027
C 9.172 -0.622 -7.533
C -2.740 -4.044 9.333
C 0.788 -6.636 0.906
F 4.135 4.014 -1.979
H -8.045 0.971 -13.548
C 5.776 -7.657 11.200
C -3.985 -3.590 8.814
H -8.520 -1.627 5.170
C 1.170 9.509 0.694
C -7.613 -2.012 5.613
C 0.192 8.370 0.550
C -5.978 1.415 -8.821
C 7.079 5.419 3.832
C 1.317 7.005 -8.459
O -7.013 0.321 -11.223
F 0.140 -0.468 -0.378
C 6.280 -6.694 8.886
H 8.430 3.844 3.593
O 1.920 2.506 -3.272
O 2.412 2.451 -0.724
H 8.941 0.366 -7.136
C 7.169 -5.969 8.027
H 0.345 5.233 -8.865
C 5.700 6.299 6.325
C -2.579 -4.180 10.701
N 3.109 0.428 -2.177
C 0.849 -4.446 -6.432
N 8.212 -2.846 -7.473
H -5.951 0.345 -8.966
H -4.716 -4.955 -1.468
H 9.512 5.358 5.061
H -0.742 -3.855 -7.913
N 0.967 -5.743 -6.649
O -7.369 -2.744 9.641
H 7.097 -7.848 12.975
H -3.662 -4.206 12.580
H -8.061 -5.543 -2.976
C 4.461 -6.194 7.416
H -5.528 -6.038 -4.735
H -8.723 2.453 -15.373
C -5.106 -3.380 9.622
O 8.021 -7.129 10.556
H 6.000 5.567 3.802
F 5.175 3.453 -3.833
C 6.099 -7.958 12.577
N 1.197 5.670 -8.544
H -8.827 -3.221 -3.705
H 9.717 7.852 3.303
H 8.179 -2.942 -8.478
C -7.857 -3.328 -3.221
H -1.909 -4.203 8.661
C -7.885 2.028 -13.396
H -6.184 -3.914 -1.228
C -4.139 -6.545 -3.290
C -5.296 1.945 -7.756
H 3.005 -7.335 -1.507
N -6.111 -5.084 -2.968
C 6.790 -7.151 10.212
H 10.258 -0.583 -7.443
H 3.403 -6.175 7.197
N 2.165 -7.452 -0.958
H -2.097 11.560 -1.038
H 1.139 10.218 -0.133
H -6.126 -6.859 -0.714
H -1.147 11.437 0.483
H -0.205 -6.478 0.485
H 2.525 -8.976 11.356
C -7.361 4.512 -10.572
H -4.428 -2.369 4.758
H 5.193 5.597 5.663
H 5.136 7.228 6.253
F 5.564 2.486 -2.095
O -7.461 5.723 -10.384
C 3.893 -8.739 12.977
C 5.150 -8.456 13.371
C -0.319 -3.599 -6.942
F 0.329 -0.062 -2.453
C -7.782 3.963 -11.875
O 0.676 7.794 -9.137
```

Computed properties:
<S²>   2.0316
Spin multiplicity   3
Charge   +1
Highest occupied orbital energy (spin up / spin down)   -8.9 / -8.9 eV
LUMO level (spin up / spin down)   -5.98 / -6.85 eV


| no. | F_max (eV Å⁻¹) |
| --- | --- |
| 1 | 0.69 |
| 2 | 3.87 |
| 3 | 5.23 |
| 4 | 5.56 |
| 5 | 3.97 |
| 6 | 1.75 |
| 7 | 0.57 |
| 8 | 5.45 |